Record 1
Molecular formula: C5H14
Method: DFT, ωB97M-V/def2-TZVPD

Computed properties:
Kohn-Sham gap ... 0.4338 Ha
Energy ... -198.825601 Eh
HOMO level ... -10.70 eV
Net charge ... 0
SMILES ... CCC.CC

Geometry (Å):
C -0.30 0.50 -2.19
C 1.08 -0.61 1.39
C -1.38 1.08 -1.31
C -2.32 0.21 -0.44
C 2.46 -0.88 2.01
H 2.30 -1.25 3.04
H 3.00 -1.71 1.49
H 0.95 -1.29 0.53
H -0.79 1.54 -0.46
H 0.54 1.20 -2.51
H 2.97 0.11 2.15
H -0.60 0.11 -3.06
H -2.53 -0.74 -0.93
H 0.08 -0.36 -1.46
H -3.19 0.68 -0.17
H -1.92 1.75 -1.88
H 0.32 -0.78 2.27
H -1.81 -0.08 0.53
H 1.15 0.50 1.02

Atomic partial charges in e from the Mulliken method, atoms 1 to 4: C -0.98; C -0.46; C -0.21; C -0.96

---

Record 2
Molecular formula: C2H4OSn
Method: DFT, ωB97M-V/def2-TZVPD

Computed properties:
Kohn-Sham gap ... 0.2519 Ha
Energy ... -368.026387 Eh
HOMO level ... -7.81 eV
Net charge ... 0

Geometry (Å):
Sn 1.57 -0.05 -1.13
O -0.53 1.53 0.36
C -0.79 0.33 0.54
C -0.11 -0.79 -0.03
H -0.67 -1.31 -0.82
H 1.67 1.66 -0.98
H 0.37 -1.44 0.71
H -1.51 0.08 1.35

Atomic partial charges in e from the Mulliken method, atoms 1 to 4: Sn 0.37; O -0.45; C 0.24; C -1.10

---

Record 3
Molecular formula: BrH8IO4Zn
Method: DFT, ωB97M-V/def2-TZVPD

Computed properties:
2S+1 ... 2
Kohn-Sham gap (alpha / beta) ... 0.1239 / 0.2693 Ha
⟨S²⟩ ... 0.750
Energy ... -4956.893181 Eh
HOMO level (alpha / beta) ... -0.99 / -4.67 eV
Net charge ... -1

Geometry (Å):
I -10.73 -21.26 21.90
Br -7.97 -21.37 18.72
Zn -10.70 -21.21 18.96
O -11.17 -20.96 17.02
O -10.66 -19.20 18.95
O -12.80 -21.29 19.02
O -10.86 -23.25 18.90
H -11.56 -23.82 19.22
H -13.39 -21.36 19.77
H -10.16 -18.60 18.39
H -11.45 -18.70 19.18
H -10.35 -23.80 18.31
H -11.88 -20.37 16.77
H -13.37 -21.32 18.25
H -10.95 -21.42 16.22

Atomic partial charges in e from the Mulliken method, atoms 1 to 4: I -0.70; Br -0.64; Zn -1.88; O 0.78

---

Record 4
Molecular formula: C27H22N8O2STi
Method: DFT, ωB97M-V/def2-TZVPD

Computed properties:
Kohn-Sham gap ... 0.2347 Ha
Energy ... -2877.689564 Eh
HOMO level ... -12.92 eV
Net charge ... +2

Geometry (Å):
Ti 0.05 -0.47 0.66
S 1.27 -2.85 0.59
O 0.63 -2.24 1.78
O 0.43 -2.51 -0.55
N 3.32 0.51 -1.30
N 0.76 0.93 1.86
N 2.18 -0.57 0.65
N 2.09 1.14 2.13
N 2.70 -1.92 0.47
N 0.93 0.23 -1.19
N 2.62 -8.45 1.08
N -1.44 0.55 1.08
C 4.29 -0.54 -0.91
C -3.08 -1.03 2.04
C -3.12 -2.33 -0.45
C 4.31 0.23 1.50
C 1.03 -5.40 -0.08
C 1.75 -4.45 0.68
C -0.13 1.86 2.42
C -3.83 -2.83 0.62
C -2.24 3.41 3.30
C -0.94 3.68 3.72
C -1.44 1.61 2.00
C 2.86 0.32 1.53
C 2.75 -4.86 1.58
C 1.98 2.18 -2.17
C 0.13 2.91 3.28
C -2.37 -0.50 0.94
C -2.39 -1.14 -0.30
C 2.21 -0.25 -0.90
C 4.95 -0.24 0.42
C 2.33 -7.15 0.95
C 3.23 1.69 -1.90
C 1.33 -6.73 0.04
C 0.87 1.42 -1.77
C 3.04 -6.18 1.71
C -2.51 2.36 2.42
C 3.06 -1.57 -0.92
C -3.82 -2.17 1.86
H -3.04 -0.53 2.99
H 3.06 -2.36 -1.67
H 0.79 -7.46 -0.54
H 3.29 -4.13 2.17
H 4.16 2.19 -2.16
H -3.14 -2.83 -1.41
H 4.86 0.53 2.38
H -4.42 -3.73 0.50
H 6.03 -0.35 0.45
H -3.06 4.03 3.65
H 0.27 -5.08 -0.77
H 3.81 -6.51 2.40
H -1.92 -0.68 -1.16
H -0.13 1.82 -1.91
H 1.14 3.12 3.62
H 1.85 3.13 -2.66
H 2.12 -9.15 0.56
H 5.03 -0.74 -1.69
H -3.51 2.16 2.07
H -4.39 -2.58 2.68
H 3.32 -8.77 1.73
H -0.77 4.50 4.40

Atomic partial charges in e from the Mulliken method, atoms 1 to 4: Ti -0.47; S 2.00; O -0.55; O -0.63

---

Record 5
Molecular formula: C35H57BF3I2N14O2P
Method: DFT, ωB97M-V/def2-TZVPD

Computed properties:
Kohn-Sham gap ... 0.3140 Ha
Energy ... -3545.447485 Eh
HOMO level ... -8.66 eV
Net charge ... 0

Geometry (Å):
I 0.21 5.45 2.47
I 3.46 1.53 0.77
P 2.77 3.38 2.30
F 0.56 0.52 5.26
F -0.49 -0.12 3.10
F -1.51 1.49 4.60
O 5.38 4.46 1.61
O 0.43 2.06 3.31
N 7.79 -3.22 -0.53
N 0.76 -6.14 -1.34
N 6.75 0.99 5.53
N -3.80 -4.09 -3.85
N -7.82 3.09 -5.23
N -4.26 1.21 -1.81
N 3.69 -3.11 2.54
N -0.91 -0.47 -6.78
N -2.67 5.62 0.06
N -7.61 7.12 -1.09
N -4.65 -4.21 -0.04
N -5.08 -0.61 -8.04
N 8.70 -3.42 2.70
N -2.90 -8.69 1.65
C -5.05 1.55 -9.80
C -2.97 2.90 0.52
C 2.19 4.88 3.33
C -0.20 0.98 4.08
C -1.04 -1.71 -6.58
C -5.52 3.21 -3.28
C -1.21 -3.20 -6.33
C 4.82 3.31 5.38
C 2.23 7.59 3.56
C 6.79 -0.12 4.94
C -3.45 -6.68 -0.43
C 7.66 -4.45 -0.32
C 3.12 6.22 3.22
C -6.76 7.25 -0.18
C -4.41 -3.24 -3.14
C -4.11 -5.33 -0.21
C 9.32 -2.73 1.85
C 1.89 2.10 3.48
C -3.43 -8.44 2.76
C -5.72 7.40 0.93
C -7.65 1.94 -5.70
C 5.51 3.11 3.90
C -4.08 -8.14 4.10
C -7.44 0.54 -6.27
C 0.19 -5.23 -2.01
C -5.14 -2.23 -2.27
C -4.83 2.11 -2.48
C -0.49 -4.14 -2.81
C 6.83 -1.46 4.22
C -5.07 0.37 -8.84
C -2.81 4.39 0.27
C 7.49 -5.94 -0.07
C 1.04 -2.56 1.88
C 2.49 -2.86 2.24
C 10.08 -1.89 0.84
B 4.62 3.67 2.64
H -6.13 -2.03 -2.68
H 4.84 2.27 5.96
H -3.91 -7.09 4.37
H 2.00 3.90 1.19
H 7.87 -1.81 4.14
H -8.15 -0.15 -5.81
H -1.70 -3.67 -7.18
H -6.02 2.04 -9.80
H 7.00 -6.41 -0.93
H -3.64 -8.78 4.88
H 5.49 4.06 6.01
H -1.45 -4.50 -3.18
H 4.00 6.25 4.03
H 1.47 7.43 4.45
H 3.55 6.43 2.13
H 0.39 -2.78 2.73
H 2.26 2.31 4.57
H 5.92 3.74 1.13
H -5.69 4.08 -2.64
H 6.52 3.74 3.92
H 5.84 1.98 3.75
H -0.23 -3.66 -6.18
H -5.01 8.19 0.67
H 2.29 1.04 3.13
H -6.42 0.20 -6.05
H -6.48 2.85 -3.65
H 3.74 3.76 5.37
H 11.12 -1.76 1.16
H -4.82 1.20 -10.81
H -2.47 -6.55 -0.89
H -0.66 -3.26 -2.17
H -4.29 2.27 -9.49
H -4.07 -7.30 -1.08
H -5.15 -8.32 4.05
H 10.07 -2.39 -0.14
H 0.94 -1.51 1.60
H 8.47 -6.41 0.08
H -5.18 6.46 1.06
H 0.13 -3.85 -3.65
H -5.24 -2.61 -1.25
H 0.73 -3.19 1.03
H -7.59 0.55 -7.35
H 6.88 -6.11 0.82
H 1.77 8.09 2.61
H -3.47 2.43 -0.34
H -4.57 -1.29 -2.24
H -6.22 7.66 1.87
H 1.94 4.55 4.43
H 6.41 -1.36 3.22
H 9.61 -0.91 0.74
H -1.82 -3.36 -5.43
H -1.99 2.43 0.66
H 6.26 -2.21 4.78
H -3.33 -7.20 0.53
H -3.58 2.73 1.41
H 3.03 8.37 3.98
H -4.89 3.50 -4.12

Atomic partial charges in e from the Mulliken method, atoms 1 to 4: I 0.08; I -0.30; P 0.32; F -0.22